# 1
Entry from OMol25: the molecule C5H11N3O (ωB97M-V/def2-TZVPD).

Values from the calculation:
Energy above the lowest of the compared OMol25 structures with the same formula, charge and spin (kJ/mol): 518.18
SMILES: CN(NN)[C@@]1(C)CC1=O
Kohn-Sham gap (eV): 9.01
Electronic energy (eV): -11876.400
LUMO energy (eV): 0.72
Spin multiplicity: 1

Last column: Mulliken charge in e.
Positions of all 20 atoms, in Å:
C1 1.353 -1.223 -0.674  -0.90
N1 0.001 -0.964 -0.227  0.02
N2 -0.856 -0.437 -1.344  -0.31
N3 -0.593 0.454 -2.391  -0.50
C2 -0.142 -0.003 0.821  0.78
C3 -0.448 -0.554 2.190  -1.46
C4 0.438 1.412 0.644  -0.83
C5 -0.976 1.178 0.282  0.55
O1 -2.041 1.745 0.297  -0.59
H1 1.922 -0.335 -0.981  0.33
H2 1.890 -1.696 0.147  0.33
H3 1.293 -1.907 -1.520  0.29
H4 -1.837 -0.659 -1.220  0.26
H5 -0.365 1.388 -2.055  0.22
H6 0.161 0.110 -2.976  0.26
H7 -0.873 0.228 2.819  0.33
H8 -1.173 -1.363 2.108  0.36
H9 0.453 -0.951 2.660  0.34
H10 0.617 1.984 1.544  0.32
H11 1.179 1.591 -0.126  0.19

# 2
Entry from OMol25: a structure of composition C63H66CsN11O4P2SSi2 (ωB97M-V/def2-TZVPD).

Values from the calculation:
Energy above the lowest of the compared OMol25 structures with the same formula, charge and spin (kJ/mol): 48.78
Kohn-Sham gap (eV): 5.00
Electronic energy (eV): -136704.965
Net charge: -2
LUMO energy (eV): 3.54
Spin multiplicity: 1

Last column: Mulliken charge in e.
Positions of all 150 atoms, in Å:
Cs1 -0.499 0.014 -0.183  1.72
C1 -1.295 -3.002 3.836  -0.84
C2 -0.752 -4.260 4.031  -0.86
C3 0.252 -4.701 3.182  -0.63
C4 0.693 -3.862 2.164  0.34
N1 0.154 -2.662 1.967  0.85
C5 -0.810 -2.252 2.775  -0.48
C6 1.834 -4.221 1.262  0.57
C7 2.673 -5.303 1.518  -0.78
C8 3.746 -5.519 0.673  -0.76
C9 3.969 -4.654 -0.384  -0.90
C10 3.083 -3.595 -0.564  0.56
N2 2.042 -3.409 0.235  0.16
C11 3.281 -2.565 -1.633  0.57
C12 4.068 -2.794 -2.758  -0.78
C13 4.241 -1.765 -3.674  -0.83
C14 3.626 -0.544 -3.446  -0.67
C15 2.839 -0.414 -2.307  0.61
N3 2.677 -1.397 -1.429  0.40
H1 -2.081 -2.616 4.472  0.53
H2 -1.104 -4.896 4.833  0.39
H3 0.675 -5.687 3.317  0.35
H4 -1.215 -1.265 2.569  0.50
H5 2.521 -5.947 2.373  0.33
H6 4.424 -6.344 0.857  0.39
H7 4.831 -4.779 -1.025  0.32
H8 4.526 -3.758 -2.934  0.33
H9 4.850 -1.922 -4.555  0.38
H10 3.751 0.284 -4.134  0.59
H11 2.324 0.519 -2.062  -0.22
C16 3.692 0.941 4.803  -1.09
Si1 3.458 -0.068 3.203  0.09
C17 5.211 -0.399 2.561  -0.92
C18 2.844 -1.749 3.813  -0.68
N4 2.435 0.522 2.006  0.63
P1 2.239 2.039 1.538  0.11
C19 1.367 2.106 0.096  -1.28
P2 0.564 3.448 -0.523  1.45
N5 -0.684 2.993 -1.426  0.62
Si2 -1.733 3.970 -2.296  -0.21
C20 -1.384 3.903 -4.157  -0.73
C21 -1.891 5.825 -1.935  -1.03
C22 -3.501 3.325 -2.010  -0.44
C23 -0.034 4.752 0.635  1.27
C24 -1.304 4.566 1.192  -1.10
C25 -1.861 5.517 2.035  -0.69
C26 -1.170 6.691 2.314  -0.69
C27 0.100 6.875 1.791  -1.00
C28 0.677 5.896 0.989  -0.69
C29 1.632 4.433 -1.710  0.09
C30 2.395 3.622 -2.566  0.27
C31 3.160 4.157 -3.590  -0.67
C32 3.189 5.535 -3.790  -0.71
C33 2.434 6.353 -2.966  -1.04
C34 1.657 5.808 -1.944  -0.42
C35 1.562 2.904 3.027  1.64
C36 0.545 2.185 3.678  -1.45
C37 -0.028 2.642 4.854  -0.57
C38 0.413 3.833 5.422  -0.69
C39 1.402 4.563 4.783  -1.02
C40 1.957 4.112 3.587  -0.50
C41 3.974 2.712 1.363  0.17
C42 4.560 2.435 0.118  -0.59
C43 5.897 2.706 -0.133  -0.87
C44 6.692 3.269 0.862  -0.64
C45 6.134 3.548 2.100  -0.98
C46 4.791 3.266 2.350  0.06
H12 4.011 0.291 5.627  0.49
H13 2.754 1.429 5.099  0.23
H14 4.449 1.724 4.679  0.24
H15 5.792 -1.023 3.258  0.37
H16 5.761 0.536 2.393  0.23
H17 5.146 -0.925 1.598  0.15
H18 3.478 -2.122 4.630  0.42
H19 2.875 -2.477 2.994  -0.15
H20 1.810 -1.693 4.177  0.13
H21 -0.561 4.587 -4.408  0.39
H22 -2.260 4.188 -4.760  0.33
H23 -1.075 2.893 -4.452  -0.10
H24 -1.008 6.364 -2.296  0.22
H25 -1.987 6.024 -0.861  0.24
H26 -2.772 6.243 -2.441  0.45
H27 -3.493 2.229 -1.903  -0.29
H28 -4.170 3.632 -2.830  0.24
H29 -3.903 3.731 -1.072  0.45
H30 -1.850 3.666 0.926  0.70
H31 -2.845 5.356 2.463  0.38
H32 -1.612 7.449 2.953  0.36
H33 0.658 7.775 2.031  0.31
H34 1.684 6.033 0.616  0.82
H35 2.362 2.553 -2.389  -0.88
H36 3.737 3.506 -4.241  0.42
H37 3.793 5.964 -4.582  0.34
H38 2.438 7.428 -3.122  0.40
H39 1.048 6.469 -1.342  0.62
H40 0.247 1.235 3.249  0.54
H41 -0.808 2.066 5.341  0.41
H42 -0.017 4.192 6.351  0.35
H43 1.736 5.504 5.209  0.32
H44 2.720 4.708 3.101  0.51
H45 3.923 1.995 -0.643  0.29
H46 6.327 2.475 -1.102  0.43
H47 7.739 3.482 0.675  0.32
H48 6.749 3.975 2.885  0.38
H49 4.392 3.460 3.338  0.35
N6 -9.199 -2.343 -1.965  -0.61
C47 -7.798 -2.359 -1.809  0.95
C48 -7.041 -1.236 -2.137  -0.68
C49 -5.670 -1.240 -1.935  -0.13
C50 -5.046 -2.355 -1.394  -0.43
C51 -5.788 -3.475 -1.069  -0.38
C52 -7.159 -3.480 -1.278  -0.77
S1 -3.275 -2.315 -1.181  1.52
O1 -2.878 -3.539 -0.523  -0.79
O2 -2.753 -2.102 -2.514  -0.77
N7 -2.929 -0.989 -0.337  -0.02
C53 -3.484 -0.869 0.897  -0.24
N8 -3.097 0.204 1.638  -0.05
C54 -3.631 0.334 2.844  0.10
C55 -4.557 -0.550 3.376  -1.08
C56 -4.922 -1.594 2.535  -0.32
N9 -4.417 -1.768 1.328  -0.37
H50 -9.527 -1.677 -2.644  0.23
H51 -9.610 -3.251 -2.098  0.21
H52 -7.522 -0.358 -2.559  0.45
H53 -5.071 -0.372 -2.192  0.05
H54 -5.275 -4.329 -0.640  0.51
H55 -7.748 -4.355 -1.022  0.26
H56 -3.301 1.203 3.411  0.42
H57 -4.978 -0.428 4.365  0.38
H58 -5.666 -2.328 2.846  0.43
O3 -6.634 1.266 -3.359  -0.46
C57 -6.065 1.118 -4.644  -0.53
N10 -4.629 0.954 -4.550  0.65
C58 -3.893 0.604 -5.625  0.14
O4 -4.407 0.388 -6.717  -0.76
C59 -2.422 0.477 -5.383  1.26
C60 -1.564 0.544 -6.471  -0.69
C61 -0.205 0.397 -6.265  -0.82
C62 0.245 0.176 -4.969  0.10
N11 -0.565 0.116 -3.918  0.59
C63 -1.871 0.268 -4.123  -0.83
H59 -6.110 1.889 -2.840  0.26
H60 -6.300 1.967 -5.290  0.29
H61 -6.496 0.228 -5.095  0.38
H62 -4.171 1.200 -3.691  -0.62
H63 -1.987 0.701 -7.455  0.48
H64 0.497 0.446 -7.088  0.42
H65 1.304 0.042 -4.765  -0.01
H66 -2.495 0.148 -3.239  0.08

# 3
Entry from OMol25: a structure of composition C13H6BrCl3F2NO3Rh (ωB97M-V/def2-TZVPD).

Values from the calculation:
Energy above the lowest of the compared OMol25 structures with the same formula, charge and spin (kJ/mol): 19.31
⟨S²⟩: 6.043
Kohn-Sham gap (spin up / spin down) (eV): 7.37 / 5.82
Electronic energy (eV): -137261.016
LUMO energy (spin up / spin down) (eV): -0.25 / -3.33
Spin multiplicity: 5

Last column: Mulliken charge in e.
Positions of all 30 atoms, in Å:
Rh1 0.048 -0.377 0.016  0.39
Br1 2.221 -0.001 -2.511  -0.10
C1 3.023 0.074 -0.802  0.11
C2 4.393 0.058 -0.625  -0.59
C3 4.848 0.089 0.687  -0.19
C4 3.956 0.130 1.746  -0.71
C5 2.601 0.136 1.466  0.41
N1 2.173 0.120 0.202  0.06
C6 1.519 0.144 2.547  0.64
O1 1.910 0.259 3.696  -0.67
O2 0.302 0.066 2.133  -0.64
H1 5.068 0.016 -1.466  0.42
H2 5.915 0.074 0.876  0.40
H3 4.268 0.147 2.780  0.50
Cl1 -5.286 4.674 0.395  -0.16
C7 -3.817 3.833 0.142  0.66
C8 -3.849 2.429 0.080  -0.78
C9 -2.682 1.765 -0.122  0.59
Cl2 -2.648 0.054 -0.218  -0.13
C10 -1.404 2.467 -0.277  0.09
O3 -0.333 1.884 -0.461  -0.53
C11 -1.459 3.927 -0.195  0.40
Cl3 0.005 4.778 -0.361  -0.14
C12 -2.637 4.580 0.007  -0.70
H4 -4.784 1.900 0.195  0.46
H5 -2.664 5.658 0.067  0.45
F1 1.024 -3.005 -0.239  -0.28
C13 -0.255 -2.467 -0.281  0.10
F2 -0.791 -2.855 -1.492  -0.26
H6 -0.811 -2.998 0.495  0.21

# 4
Entry from OMol25: a cluster of 2 separate species, C20H21Cl4O3 in total (ωB97M-V/def2-TZVPD).

Values from the calculation:
Energy above the lowest of the compared OMol25 structures with the same formula, charge and spin (kJ/mol): 32.21
Kohn-Sham gap (eV): 4.28
Electronic energy (eV): -77313.523
Net charge: -1
LUMO energy (eV): 0.87
Spin multiplicity: 1

Last column: Mulliken charge in e.
Positions of all 48 atoms, in Å:
Cl1 -0.757 -1.726 3.626  -0.13
C1 0.439 -0.517 3.509  0.15
C2 1.640 -0.629 4.145  0.33
Cl2 2.021 -1.945 5.158  -0.18
C3 2.758 0.322 3.899  0.28
O1 3.898 0.135 4.312  -0.67
C4 2.390 1.485 3.044  0.16
Cl3 3.664 2.565 2.705  -0.18
C5 1.139 1.671 2.536  0.23
Cl4 0.753 3.113 1.713  -0.16
C6 0.012 0.749 2.833  0.82
O2 -1.171 1.091 2.847  -0.68
C7 -2.739 2.708 -2.112  -2.40
C8 -2.221 1.700 -1.087  2.79
C9 -2.078 2.460 0.219  -1.60
C10 -3.249 0.588 -0.882  -1.78
C11 -0.888 1.063 -1.538  -0.49
C12 -0.149 0.124 -0.663  0.30
O3 -0.229 0.171 0.602  -0.04
C13 0.724 -0.845 -1.367  -0.49
C14 1.096 -2.191 -0.710  2.68
C15 2.144 -2.958 -1.518  -2.40
C16 -0.175 -3.038 -0.594  -1.82
C17 1.658 -1.962 0.689  -1.36
C18 1.149 -0.546 -2.645  -0.08
C19 0.632 0.535 -3.355  -1.55
C20 -0.388 1.306 -2.801  -0.18
H1 -2.966 2.240 -3.074  0.46
H2 -3.661 3.165 -1.736  0.45
H3 -2.013 3.512 -2.266  0.43
H4 -1.827 1.797 1.050  0.19
H5 -1.293 3.214 0.132  0.19
H6 -3.023 2.963 0.454  0.49
H7 -2.897 -0.106 -0.110  0.28
H8 -4.206 1.014 -0.562  0.46
H9 -3.404 0.032 -1.813  0.34
H10 3.057 -2.365 -1.635  0.43
H11 2.408 -3.881 -0.989  0.43
H12 1.769 -3.237 -2.509  0.45
H13 -0.918 -2.525 0.028  0.30
H14 -0.606 -3.211 -1.588  0.36
H15 0.057 -4.009 -0.140  0.43
H16 0.910 -1.437 1.289  -0.16
H17 1.895 -2.921 1.175  0.54
H18 2.568 -1.345 0.649  0.34
H19 1.892 -1.175 -3.138  0.39
H20 0.994 0.745 -4.360  0.30
H21 -0.808 2.100 -3.420  0.40